ORCA calculation (wB97M-V/def2-TZVPD) on one molecule with the formula C3H4N2O at a distorted geometry.

XYZ file:
```
10
C3H4N2O, DFT wB97M-V/def2-TZVPD
O 2.0285 -0.2727 -0.1618
N -1.4678 -0.9338 -0.0830
N -0.1240 -1.2656 -0.0442
C -0.1405 0.8861 -0.0225
C -1.4305 0.3945 -0.0965
C 0.7011 -0.1906 0.0698
H 0.1208 1.9391 -0.0028
H -2.3679 1.0051 -0.0409
H 2.3247 0.6625 0.1757
H 0.3556 -2.2246 0.2064
```

Output
E	-8202.020	eV
molecular weight	84.1	g/mol
Kohn-Sham gap	9.37	eV
LUMO	0.54	eV
total charge	0
energy above the lowest of the compared OMol25 structures with the same formula, charge and spin	43.01	kcal/mol

ORCA calculation (wB97M-V/def2-TZVPD) on an isolated ion of composition C5H13ClNS and charge +1 at a distorted geometry.

XYZ file:
```
21
C5H13ClNS, DFT wB97M-V/def2-TZVPD
Cl 2.0257 -1.3306 -0.1513
S 1.6236 1.6842 -0.2807
N -1.2153 1.0511 0.0245
C -0.0374 -0.1539 -1.9607
C 0.8951 0.1031 1.8509
C 0.9759 0.0108 0.3681
C -0.3936 -0.1975 -0.3974
C -1.1707 -1.5546 -0.0347
H -0.6325 -0.7754 -2.6124
H -0.0274 0.8457 -2.5165
H -2.2558 -1.3744 -0.3961
H -0.4760 1.7013 -0.2467
H 0.9039 -0.4831 -2.0486
H -1.4683 1.0654 1.0792
H 0.1823 -0.5799 2.2788
H -2.1067 1.2270 -0.6344
H 2.4988 1.9473 0.7676
H 1.8885 -0.0978 2.3476
H 0.6806 1.1609 2.1462
H -1.2081 -1.7853 1.0217
H -0.6826 -2.4643 -0.6050
```

Output
E	-30235.974	eV
molecular weight	154.7	g/mol
Kohn-Sham gap	10.32	eV
LUMO	-3.44	eV
total charge	+1
energy above the lowest of the compared OMol25 structures with the same formula, charge and spin	0.00	kcal/mol

ORCA calculation (wB97M-V/def2-TZVPD) on C21H18N5O4Sn as an isolated structure.

XYZ file:
```
49
C21H18N5O4Sn, DFT wB97M-V/def2-TZVPD
Sn -0.6637 0.3060 -1.1014
O -0.0125 -2.9400 0.9082
O -0.4852 -1.7341 -0.8865
O -1.0889 0.7284 3.3313
O 3.8640 -0.9398 -1.3207
N 0.9130 -0.2703 -3.1230
N -2.8834 -0.2575 0.2173
N 1.7956 -0.3051 -0.5240
N 0.0092 0.4688 1.3017
N -1.3466 2.7162 0.4721
C 0.4403 -0.2114 -4.3612
C 1.1917 -0.5820 -5.4675
C -2.1889 4.9012 0.9213
C 2.7722 -1.9463 1.0125
C 3.0083 -2.1794 2.3045
C -2.3219 -2.6573 0.3587
C -1.2911 2.5015 1.7838
C -1.7961 3.8925 0.0517
C 1.4648 -0.4286 3.0768
C -0.8365 -2.4789 0.1380
C 2.1653 -0.6847 -2.9400
C 1.0192 -0.2330 1.7119
C 1.8971 -0.8425 0.6354
C 2.4889 -1.0237 -5.2709
C 2.7077 -0.6980 -1.5466
C -0.7944 1.1664 2.2489
C -2.1189 4.6714 2.2856
C 2.9940 -1.0717 -3.9804
C 2.4027 -1.3546 3.3348
C -2.8880 -1.4450 1.0999
C -1.6657 3.4402 2.7347
H 3.6625 -2.9851 2.6062
H -3.6079 -0.3609 -0.4882
H -2.8377 -2.7682 -0.5972
H 0.9880 0.1109 3.8759
H -2.5405 5.8453 0.5298
H -3.8938 -1.6659 1.4622
H 2.6974 -1.5284 4.3619
H -2.2700 -1.2212 1.9726
H -0.5791 0.1427 -4.4729
H -1.8382 4.0360 -1.0219
H -2.4781 -3.5567 0.9512
H -2.4121 5.4378 2.9901
H 4.0022 -1.3955 -3.7674
H -1.6018 3.1988 3.7859
H 0.7620 -0.5213 -6.4572
H 3.2273 -2.5359 0.2345
H -3.1356 0.5779 0.7378
H 3.1032 -1.3190 -6.1105
```

Output
E	-43536.384	eV
molecular weight	523.1	g/mol
Kohn-Sham gap	6.70	eV
LUMO	-4.87	eV
total charge	+1
energy above the lowest of the compared OMol25 structures with the same formula, charge and spin	0.00	kcal/mol

ORCA calculation (wB97M-V/def2-TZVPD) on one molecule with the formula C5H10N2 at a distorted geometry.

XYZ file:
```
17
C5H10N2, DFT wB97M-V/def2-TZVPD
N -1.9426 0.7733 -0.2327
N 0.1547 -1.7996 -0.9423
C -1.6086 1.1364 -1.5980
C 1.6361 -0.5417 1.7265
C -0.0761 -0.8088 -0.2322
C 1.0557 0.2443 0.5689
C -1.1427 -0.0243 0.4116
H 0.7917 1.2608 0.8641
H -2.3023 1.9110 -1.9347
H 1.9838 -1.5293 1.4101
H -1.6976 0.2844 -2.2870
H -0.5922 1.5448 -1.6918
H 2.5047 -0.0256 2.1466
H 0.8919 -0.6950 2.5138
H 1.7852 0.3740 -0.2343
H -1.3571 -0.3019 1.4491
H -0.0846 -1.8029 -1.9377
```

Output
E	-8323.270	eV
molecular weight	98.1	g/mol
Kohn-Sham gap	8.19	eV
LUMO	0.23	eV
total charge	0
energy above the lowest of the compared OMol25 structures with the same formula, charge and spin	93.70	kcal/mol

ORCA calculation (wB97M-V/def2-TZVPD) on one molecule with the formula C6H14O at a distorted geometry.

XYZ file:
```
21
C6H14O, DFT wB97M-V/def2-TZVPD
O 2.2571 1.8002 -1.0272
C 0.3424 0.8449 0.1433
C 1.4672 0.5886 -0.8712
C -1.7513 -1.4282 -1.2077
C -0.3538 -0.4784 2.2451
C -0.3109 -0.4362 0.6673
C -1.7777 -0.8979 0.2531
H 0.9760 0.2030 -1.7539
H 0.3760 -1.2276 0.3428
H -0.6573 0.5578 2.4931
H -2.1201 -2.4485 -1.2600
H 0.7158 -0.4951 2.5984
H 0.7706 1.3548 1.0199
H -2.3659 -0.8614 -1.9053
H -2.2753 0.0750 0.4047
H -0.9827 -1.2290 2.6794
H -0.2856 1.5847 -0.3491
H 2.3100 1.9660 -1.9710
H 2.2344 -0.0852 -0.4647
H -1.9087 -1.8291 0.8342
H -0.7207 -1.3081 -1.5121
```

Output
E	-8495.187	eV
molecular weight	102.2	g/mol
Kohn-Sham gap	11.18	eV
LUMO	0.92	eV
total charge	0
energy above the lowest of the compared OMol25 structures with the same formula, charge and spin	39.31	kcal/mol